1:
This record from the Open Molecules 2025 dataset describes a cluster of 2 separate species, C7H13N3O in total. The level of theory is ωB97M-V with the def2-TZVPD basis set.

Results
Net charge: 0
HOMO energy: -8.9 eV
SMILES: Cc1c[nH]cn1.CCC(N)=O
Lowest unoccupied orbital energy: 0.7 eV
Orbital gap: 9.6 eV

Last column: Mulliken charge in e.
Cartesian coordinates (Å):
C -1.5074 0.2959 -1.6817  0.7118
C -1.1681 0.5150 -3.1596  -1.1743
C -2.0792 -1.0442 -1.4011  0.4437
O -2.5307 -1.7991 -2.2377  -0.6431
N -2.0502 -1.4469 -0.0873  -0.3699
H -0.6932 0.5388 -1.0130  -0.6246
H -2.1966 1.0819 -1.3405  0.2907
H -1.9472 1.0550 -3.6851  0.2859
H -0.9245 -0.4203 -3.6280  0.3439
H -2.4266 -2.3663 0.0706  0.2298
H -1.8781 -0.7552 0.6189  0.2057
H -0.2517 1.0886 -3.2253  0.3667
C 0.6747 -0.0668 3.3481  -1.2483
C 1.5414 0.8576 0.0464  -0.1749
C 1.4022 0.2806 2.0918  0.5664
C 2.6998 0.0774 1.7404  -0.5454
N 0.6948 0.7790 1.0222  -0.4890
N 2.7727 0.4436 0.4165  -0.0509
H 1.3693 1.2139 -0.9571  0.3419
H 3.6255 0.5120 -0.1050  0.1887
H 3.5717 -0.2949 2.2483  0.3946
H -0.1998 0.5601 3.4355  0.3422
H 1.2452 -0.0424 4.2714  0.3620
H 0.2562 -1.0632 3.2114  0.2463

=====

2:
This record from the Open Molecules 2025 dataset describes a cluster of 2 separate species, C7H13N3O in total. The level of theory is ωB97M-V with the def2-TZVPD basis set.

Results
Net charge: 0
HOMO energy: -8.7 eV
SMILES: CCc1c[nH]cn1.CC(N)=O
Lowest unoccupied orbital energy: 0.7 eV
Orbital gap: 9.3 eV

Last column: Mulliken charge in e.
Cartesian coordinates (Å):
C -0.2088 -1.1969 -1.5864  0.1244
C -0.1019 -0.2747 -2.8041  -1.3309
C 0.7797 -0.9000 -0.5131  0.3708
C 1.7689 0.0506 -0.4751  -0.5894
C 1.7323 -1.0867 1.4065  -0.5838
N 0.7607 -1.5825 0.6787  -0.5494
N 2.3545 -0.0743 0.7603  -0.0279
H -1.2171 -1.1795 -1.1671  0.2125
H -0.0605 -2.2263 -1.9273  0.3096
H 0.9019 -0.3443 -3.2208  0.3248
H 2.1088 0.6917 -1.2688  0.4343
H 2.0362 -1.4230 2.3827  0.4134
H 3.2693 0.2721 0.9794  0.2286
H -0.2942 0.7666 -2.5383  0.2760
H -0.8654 -0.5687 -3.5211  0.3887
C -1.2781 0.6281 2.4473  -0.9766
C -1.8653 0.7584 1.0615  0.6892
O -2.8071 0.0702 0.7059  -0.6476
N -1.3269 1.7030 0.2537  -0.3066
H -0.1985 0.4764 2.3666  0.1613
H -1.6977 -0.2506 2.9248  0.2861
H -1.8949 1.9707 -0.5317  0.2391
H -0.4966 2.2028 0.5225  0.1932
H -1.3993 1.5169 3.0641  0.3602

=====

How far above the most stable structure does each one sit? In kcal/mol: 1 3.2; 2 0.0.

=====

1:
This record from the Open Molecules 2025 dataset describes a cluster of 2 separate species, C3H8NO3 in total. The level of theory is ωB97M-V with the def2-TZVPD basis set.

Results
Net charge: -1
HOMO energy: -3.8 eV
Lowest unoccupied orbital energy: 3.9 eV
Orbital gap: 7.7 eV

Last column: Mulliken charge in e.
Cartesian coordinates (Å):
O 0.4304 2.3079 -0.6577  -0.7002
C 0.8223 1.1311 -0.6321  0.6422
N 0.0677 0.0632 -0.4345  -0.1375
C -1.4470 0.0627 -0.2049  -0.3899
O -1.8607 -1.1167 0.2548  -0.8926
C 2.3195 0.9115 -0.6189  -1.0130
H 0.5456 -0.8337 -0.4055  0.2224
H -1.8054 0.3329 -1.2207  0.2291
H -1.6037 0.8998 0.4933  0.2534
H 2.5780 1.0106 0.4367  0.2136
H 2.7044 -0.0505 -0.9975  0.3312
H 2.7504 1.6602 -1.2657  0.3079
H -0.8056 -3.2161 1.9561  0.2524
H -0.8879 -1.8295 1.1666  0.4491
O -0.2851 -2.4227 1.7733  -0.7681

=====

2:
This record from the Open Molecules 2025 dataset describes a cluster of 2 separate species, C3H8NO3 in total. The level of theory is ωB97M-V with the def2-TZVPD basis set.

Results
Net charge: -1
HOMO energy: -4.5 eV
Lowest unoccupied orbital energy: 4.0 eV
Orbital gap: 8.4 eV

Last column: Mulliken charge in e.
Cartesian coordinates (Å):
C -0.4194 -0.3142 -1.4545  -0.1739
C 0.6045 0.0527 -0.4071  -0.5180
C 0.0691 1.0784 0.6476  0.4436
O -1.1415 1.3632 0.5722  -0.6885
O 0.9196 1.4778 1.4803  -0.7708
N 0.1876 -1.2627 -2.4579  -0.6581
H -1.2300 -0.8347 -0.9572  0.2274
H -0.7515 0.5491 -2.0185  0.2796
H 0.9486 -0.8256 0.1456  0.1980
H 1.4864 0.5194 -0.8503  0.2278
H -0.5865 -1.6133 -3.0128  0.2097
H 0.6276 -2.0445 -1.9904  0.2150
H -0.0569 -0.0731 3.1591  0.3064
H -0.2579 1.3769 3.3264  0.3552
O -0.3995 0.5505 3.8174  -0.6533

=====

How far above the most stable structure does each one sit? In kcal/mol: 1 14.6; 2 0.0.

=====

1:
This record from the Open Molecules 2025 dataset describes the ion C3H7N4S with charge +1. The level of theory is ωB97M-V with the def2-TZVPD basis set.

Results
Net charge: +1
HOMO energy: -13.1 eV
SMILES: CSn1nc[nH]c1=[NH2+]
Lowest unoccupied orbital energy: -3.2 eV
Orbital gap: 9.9 eV

Last column: Mulliken charge in e.
Cartesian coordinates (Å):
C 1.3061 1.4467 -0.0974  -0.2255
C 0.9709 -0.7073 -0.0487  0.4178
C -2.6489 0.7338 0.1370  -0.8257
N 0.0148 1.2721 -0.2347  -0.5264
N -0.2095 -0.0283 -0.1262  0.4285
N 1.9392 0.2497 -0.1184  -0.1331
N 1.2853 -2.0154 0.1271  -0.4198
S -1.7695 -0.8190 -0.2398  0.0572
H 1.7290 2.3595 -0.0321  0.4940
H -3.7283 0.3767 0.1928  0.3820
H -2.2424 1.2963 -0.6708  0.3536
H -2.4794 0.8916 1.2090  0.3075
H 2.8772 -0.1256 -0.2393  0.2377
H 0.8525 -2.6905 -0.4725  0.2253
H 2.1028 -2.2402 0.6141  0.2269

=====

2:
This record from the Open Molecules 2025 dataset describes the ion C3H7N4S with charge +1. The level of theory is ωB97M-V with the def2-TZVPD basis set.

Results
Net charge: +1
HOMO energy (alpha / beta): -12.6 / -12.6 eV
SMILES: [H]/N=N/N1SCC=[N+]1C
Lowest unoccupied orbital energy (alpha / beta): -4.3 / -4.3 eV
Orbital gap (alpha / beta): 8.3 / 8.3 eV

Last column: Mulliken charge in e.
Cartesian coordinates (Å):
C 1.3185 0.2148 -0.5973  0.0902
C 2.0426 0.1792 0.6656  -0.7100
C -0.7445 -0.0635 -1.7773  -0.6773
N -2.1625 -0.4452 2.1541  -0.4722
N -1.9988 -0.1537 0.9941  0.1267
N -0.4365 0.1576 0.7042  -0.1239
N 0.0211 0.0350 -0.5429  0.3530
S 0.6987 0.6252 1.9716  0.0183
H 1.8812 0.2045 -1.4909  0.3582
H 2.6295 -0.7497 0.7145  0.3399
H 2.7905 0.8856 0.8294  0.4078
H -1.3097 -0.9234 -1.8120  0.3321
H -0.0983 -0.0161 -2.6561  0.2838
H -1.4662 0.7394 -1.7384  0.3291
H -3.1656 -0.6898 2.5815  0.3442

=====

How far above the most stable structure does each one sit? In kcal/mol: 1 0.0; 2 93.6.

=====

1:
This record from the Open Molecules 2025 dataset describes a cluster of 2 separate species, C3H5O2S2 in total. The level of theory is ωB97M-V with the def2-TZVPD basis set.

Results
Net charge: -1
HOMO energy: -3.5 eV
Lowest unoccupied orbital energy: 3.5 eV
Orbital gap: 7.0 eV

Last column: Mulliken charge in e.
Cartesian coordinates (Å):
C -1.2836 0.2692 0.1902  -0.0498
C -0.9396 0.5055 1.3120  -0.0360
C -1.7331 -0.0774 -1.1210  -1.1860
O 2.1042 1.3048 -0.5285  -0.5444
O 3.3426 0.6309 1.5457  -0.6096
S 1.9537 -1.6237 0.3043  -0.4143
S 2.0723 0.6270 0.7882  0.5140
H 0.8432 -1.3725 -0.3928  0.0158
H -0.6752 0.4855 2.3573  0.4083
H -2.7552 -0.2404 -1.0597  0.3485
H -1.5834 0.5740 -2.0007  0.2756
H -1.3457 -1.0829 -1.3952  0.2780

=====

2:
This record from the Open Molecules 2025 dataset describes the ion C3H5O2S2 with charge -1. The level of theory is ωB97M-V with the def2-TZVPD basis set.

Results
Net charge: -1
HOMO energy: -4.0 eV
SMILES: O=C([O-])CCSS
Lowest unoccupied orbital energy: 2.9 eV
Orbital gap: 6.9 eV

Last column: Mulliken charge in e.
Cartesian coordinates (Å):
C 0.5477 -0.2335 0.5545  -0.5107
C -0.4507 -0.4580 1.7465  0.5057
O 0.1080 -0.1344 2.8419  -0.7617
O -1.5453 -1.0242 1.6157  -0.7088
C -0.0938 -0.7452 -0.7041  -0.4111
S 0.3207 0.1763 -2.2585  -0.1146
S 0.5304 2.1954 -1.7703  -0.2692
H 0.9569 0.7626 0.5626  0.3430
H 1.3619 -0.8736 0.8905  0.1304
H 0.1137 -1.7764 -1.0113  0.3408
H -1.1818 -0.7005 -0.6744  0.3252
H -0.6677 2.8116 -1.7932  0.1309

=====

3:
This record from the Open Molecules 2025 dataset describes a cluster of 2 separate species, C3H5O2S2 in total. The level of theory is ωB97M-V with the def2-TZVPD basis set.

Results
Net charge: -1
HOMO energy (alpha / beta): -3.6 / -3.6 eV
Lowest unoccupied orbital energy (alpha / beta): 3.3 / 3.3 eV
Orbital gap (alpha / beta): 6.9 / 6.9 eV

Last column: Mulliken charge in e.
Cartesian coordinates (Å):
C 0.7705 0.7277 -0.0914  0.6622
C 1.4069 -0.5596 -0.5074  -1.0712
C -0.0518 0.5722 1.0504  -1.0539
O 0.8084 1.7492 -0.7904  -0.7134
O -1.8174 -1.1848 -1.1243  -0.4836
S -3.5178 0.0348 0.7195  -0.4757
S -1.9878 0.1310 -0.5596  0.4636
H 2.4250 -0.7065 0.0061  0.3114
H 0.9790 -1.5005 -0.2225  0.3149
H 1.7276 -0.3929 -1.5314  0.3118
H -0.2734 -0.3533 1.4330  0.4544
H -0.4693 1.4826 1.6179  0.2795

=====

How far above the most stable structure does each one sit? In kcal/mol: 1 51.6; 2 0.0; 3 38.7.